#A
Here is C11H20N2O5 in the gas phase from OMol25. Energies are from ωB97M-V/def2-TZVPD.

XYZ file:
```
38
C11H20N2O5, DFT ωB97M-V/def2-TZVPD
C 3.790 1.195 1.255
C 2.536 0.645 0.633
C 2.698 -0.672 -0.202
C 3.736 -0.643 -1.309
C 1.322 -0.979 -0.853
N 1.001 0.140 -1.787
C 0.157 -1.272 0.140
O 0.357 -2.153 0.952
N -0.911 -0.490 0.108
C -2.136 -0.946 0.782
C -2.764 0.198 1.637
C -2.912 1.570 1.017
C -3.198 1.572 -0.477
O -4.306 1.294 -0.846
O -2.067 1.729 -1.269
C -3.060 -1.490 -0.325
O -3.018 -1.276 -1.508
O -3.970 -2.299 0.270
H 4.561 0.413 1.306
H 3.658 1.541 2.270
H 4.315 1.973 0.661
H 1.745 0.603 1.442
H 2.232 1.407 -0.111
H 2.919 -1.477 0.464
H 3.447 0.224 -1.846
H 3.779 -1.576 -1.790
H 4.780 -0.419 -0.946
H 1.521 -1.907 -1.422
H 0.215 0.096 -2.360
H 0.924 1.033 -1.349
H -0.809 0.331 -0.559
H -1.929 -1.796 1.481
H -3.766 -0.171 1.862
H -2.171 0.381 2.541
H -1.986 2.105 1.279
H -3.716 2.121 1.543
H -2.360 1.663 -2.255
H -4.616 -2.666 -0.430
```

For the gap between HOMO and LUMO, the calculation gives 9.33 eV. Its SMILES is CC[C@H](C)[C@H](N)C(=O)N[C@@H](CCC(=O)O)C(=O)O. The molar mass is 260.290 g/mol. As for the total charge: 0.

#B
Here is C11H20N2O5 in the gas phase from OMol25. Energies are from ωB97M-V/def2-TZVPD.

XYZ file:
```
38
C11H20N2O5, DFT ωB97M-V/def2-TZVPD
C 0.235 -2.109 -0.862
C 1.683 -2.305 -0.453
C 2.134 -1.426 0.746
C 1.291 -1.843 1.999
C 2.129 0.045 0.402
N 0.805 0.593 0.164
C 0.047 1.334 1.031
O 0.253 1.286 2.203
C -1.092 2.163 0.437
N -0.726 3.212 -0.543
C -2.143 1.286 -0.277
C -2.637 0.064 0.488
C -3.502 -0.811 -0.400
O -3.379 -0.898 -1.603
O -4.506 -1.402 0.226
C 3.063 0.312 -0.702
O 4.262 0.190 -0.741
O 2.391 0.809 -1.733
H -0.067 -2.849 -1.594
H -0.014 -1.187 -1.322
H -0.579 -2.173 -0.010
H 1.758 -3.363 -0.163
H 2.365 -2.175 -1.290
H 3.194 -1.719 0.910
H 1.668 -2.807 2.420
H 0.227 -1.967 1.721
H 1.423 -1.111 2.825
H 2.602 0.681 1.201
H 0.700 0.822 -0.806
H -1.452 2.690 1.292
H -0.233 3.954 -0.075
H -0.126 2.853 -1.271
H -1.729 0.878 -1.199
H -2.960 1.940 -0.640
H -1.746 -0.487 0.826
H -3.221 0.313 1.373
H -4.892 -1.972 -0.452
H 3.114 0.908 -2.361
```

For the gap between HOMO and LUMO, the calculation gives 9.91 eV. Its SMILES is CC[C@H](C)[C@H](NC(=O)[C@@H](N)CCC(=O)O)C(=O)O. The molar mass is 260.290 g/mol. As for the total charge: 0.

#C
Here is C11H20N2O5 in the gas phase from OMol25. Energies are from ωB97M-V/def2-TZVPD.

XYZ file:
```
38
C11H20N2O5, DFT ωB97M-V/def2-TZVPD
C 4.291 -0.866 -0.306
C 2.907 -0.972 0.249
C 2.586 -0.061 1.451
C 3.558 -0.346 2.621
C 1.062 -0.109 1.796
N 0.619 -1.416 2.294
C 0.236 0.441 0.574
O 0.740 1.153 -0.242
N -1.115 0.152 0.612
C -1.979 0.090 -0.576
C -2.118 1.433 -1.324
C -3.516 2.043 -1.438
C -4.594 1.181 -2.053
O -4.417 0.079 -2.541
O -5.829 1.618 -1.962
C -1.475 -1.063 -1.538
O -0.447 -1.696 -1.291
O -2.256 -1.384 -2.536
H 4.346 -1.372 -1.263
H 5.045 -1.294 0.360
H 4.579 0.219 -0.434
H 2.629 -1.988 0.585
H 2.154 -0.741 -0.595
H 2.767 1.010 1.210
H 3.672 -1.423 2.915
H 4.612 -0.155 2.333
H 3.258 0.242 3.484
H 0.902 0.624 2.640
H 1.152 -1.577 3.109
H 0.886 -2.145 1.621
H -1.354 -0.538 1.306
H -2.950 -0.206 -0.176
H -1.402 2.184 -0.891
H -1.817 1.341 -2.379
H -3.447 2.940 -2.112
H -3.826 2.425 -0.449
H -6.388 0.974 -2.451
H -3.074 -0.799 -2.607
```

For the gap between HOMO and LUMO, the calculation gives 9.57 eV. Its SMILES is CC[C@H](C)[C@H](N)C(=O)N[C@@H](CCC(=O)O)C(=O)O. The molar mass is 260.290 g/mol. As for the total charge: 0.

Which of them is most stable? Easy: #C.

#A
Here is a 2-piece molecular cluster, C2H6BNO overall from OMol25. Energies are from ωB97M-V/def2-TZVPD.

XYZ file:
```
11
C2H6BNO, DFT ωB97M-V/def2-TZVPD
B 1.215 0.589 -0.333
C -0.569 -0.520 0.701
C -0.891 -0.067 -0.739
N 0.810 0.066 0.886
O 0.303 0.456 -1.344
H 2.668 1.083 -0.794
H -1.402 -0.199 1.256
H -0.253 -1.539 0.725
H -1.298 -0.926 -1.278
H -1.774 0.687 -0.868
H 1.191 0.370 1.788
```

For the gap between HOMO and LUMO, the calculation gives 10.47 eV. The molar mass is 70.888 g/mol. As for the total charge: 0.

#B
Here is C2H6BNO as an isolated structure from OMol25. Energies are from ωB97M-V/def2-TZVPD.

XYZ file:
```
11
C2H6BNO, DFT ωB97M-V/def2-TZVPD
B -0.165 0.698 -1.182
C -0.932 -0.259 0.946
C 0.921 -0.247 -0.303
N 0.376 -0.210 1.035
O -1.542 0.113 -0.050
H -0.117 1.857 -1.111
H -0.638 0.085 -2.039
H -1.386 -0.635 1.859
H 0.725 -1.264 -0.703
H 1.903 0.198 -0.299
H 0.856 -0.336 1.847
```

For the gap between HOMO and LUMO, the calculation gives 10.33 eV. The molar mass is 70.888 g/mol. As for the total charge: 0.

Which of them is most stable? Easy: #A.

#A
Here is C4H7NOS2 in the gas phase from OMol25. Energies are from ωB97M-V/def2-TZVPD.

XYZ file:
```
15
C4H7NOS2, DFT ωB97M-V/def2-TZVPD
C 3.165 0.305 0.123
O 2.125 -0.693 -0.315
C 0.958 -0.136 -0.199
N 0.652 1.133 -0.190
S -1.129 1.246 -0.379
C -1.554 -0.425 -0.511
C -2.863 -0.402 0.440
S -0.157 -1.449 -0.283
H 3.222 1.349 -0.416
H 4.208 -0.159 0.194
H 2.940 0.638 1.120
H -2.015 -0.685 -1.569
H -2.389 -0.301 1.438
H -3.859 -1.213 0.142
H -3.304 0.792 0.405
```

For the gap between HOMO and LUMO, the calculation gives 8.68 eV. Its SMILES is COC1=NS[C@H](C)S1. The molar mass is 149.240 g/mol. As for the total charge: 0.

#B
Here is C4H7NOS2 in the gas phase from OMol25. Energies are from ωB97M-V/def2-TZVPD.

XYZ file:
```
15
C4H7NOS2, DFT ωB97M-V/def2-TZVPD
C 0.412 -0.176 2.192
C 0.284 -0.255 0.873
S 1.642 -0.861 -0.136
C 1.846 0.529 -1.292
N -0.878 0.144 0.138
S -1.841 -1.109 -0.473
C -1.083 1.452 -0.226
O -0.377 2.390 0.106
H -0.455 -0.067 2.864
H 1.398 -0.236 2.664
H 2.181 1.459 -0.765
H 2.601 0.210 -2.045
H 0.933 0.692 -1.866
H -1.025 -1.509 -1.420
H -2.032 1.545 -0.778
```

For the gap between HOMO and LUMO, the calculation gives 9.60 eV. Its SMILES is C=C(SC)N(S)C=O. The molar mass is 149.240 g/mol. As for the total charge: 0.

Which of them is most stable? Easy: #B.